The following is a DFT calculation (ωB97M-V/def2-TZVPD) of a molecular structure, C47H66F33N16O25S11.

Geometry as XYZ:
```
198
C47H66F33N16O25S11 | the OMol25 dataset | ωB97M-V/def2-TZVPD
C 15.86 25.26 17.11
C 14.85 24.77 18.11
N 13.57 24.60 17.36
C 12.90 23.43 17.28
C 12.00 23.54 16.32
N 12.11 24.84 15.83
C 13.08 25.46 16.50
C 11.19 25.39 14.84
H 16.82 25.28 17.60
H 15.65 26.26 16.70
H 15.96 24.50 16.33
H 14.68 25.47 18.95
H 15.16 23.79 18.46
H 13.29 22.57 17.81
H 11.37 22.84 15.77
H 13.23 26.50 16.32
H 11.09 24.62 14.05
H 11.62 26.34 14.44
H 10.26 25.53 15.35
C 11.09 17.29 15.21
C 11.59 17.31 16.61
N 10.98 16.26 17.44
C 9.68 16.27 17.94
C 9.50 15.08 18.56
N 10.69 14.38 18.47
C 11.58 15.10 17.74
C 10.97 13.06 18.98
H 11.29 16.33 14.72
H 11.58 18.04 14.61
H 9.96 17.30 15.29
H 11.41 18.11 17.25
H 12.67 17.17 16.66
H 9.05 17.15 17.70
H 8.68 14.69 19.13
H 12.58 14.79 17.53
H 10.25 12.87 19.77
H 11.99 13.09 19.30
H 10.84 12.33 18.21
C 21.03 13.86 20.00
C 19.66 13.97 19.34
N 19.16 15.26 19.15
C 19.17 16.35 20.03
C 18.71 17.44 19.36
N 18.50 17.00 18.09
C 18.75 15.69 17.99
C 17.97 17.73 17.01
H 20.99 14.19 21.02
H 21.70 14.58 19.47
H 21.43 12.86 19.91
H 18.84 13.46 19.79
H 19.74 13.52 18.34
H 19.45 16.28 21.07
H 18.45 18.47 19.60
H 18.63 15.14 17.12
H 17.42 18.62 17.34
H 17.42 17.06 16.30
H 18.82 18.05 16.50
C 12.76 25.50 10.88
C 13.36 24.34 11.62
N 13.72 23.16 10.79
C 14.96 22.90 10.31
C 14.81 21.87 9.47
N 13.48 21.51 9.45
C 12.87 22.30 10.29
C 12.79 20.43 8.78
H 12.40 26.28 11.55
H 11.93 25.22 10.28
H 13.49 26.00 10.23
H 12.70 23.90 12.38
H 14.28 24.59 12.15
H 15.79 23.54 10.58
H 15.57 21.29 8.93
H 11.80 22.35 10.58
H 11.94 20.85 8.19
H 12.47 19.74 9.59
H 13.49 19.92 8.11
C 14.86 21.99 14.63
C 15.68 20.95 13.82
N 15.26 19.61 14.20
C 15.28 19.01 15.42
C 14.93 17.68 15.31
N 14.78 17.51 13.88
C 15.01 18.66 13.26
C 14.31 16.28 13.22
H 15.14 21.80 15.67
H 13.81 21.81 14.53
H 15.22 22.93 14.23
H 16.71 21.01 14.11
H 15.61 20.99 12.70
H 15.50 19.44 16.37
H 14.92 16.85 16.01
H 14.94 18.75 12.16
H 14.72 15.45 13.78
H 14.62 16.16 12.13
H 13.21 16.26 13.16
C 14.88 12.67 12.93
C 14.04 11.59 13.59
N 12.69 12.18 14.00
C 12.31 13.30 14.68
C 10.98 13.30 14.91
N 10.52 12.11 14.23
C 11.57 11.43 13.76
C 9.10 11.75 14.04
H 14.27 13.16 12.15
H 15.73 12.11 12.56
H 15.16 13.43 13.68
H 14.51 11.29 14.51
H 13.76 10.77 12.93
H 13.05 14.01 15.02
H 10.19 13.95 15.16
H 11.44 10.48 13.26
H 8.85 10.96 14.78
H 8.97 11.43 12.99
H 8.51 12.60 14.37
C 14.86 17.15 9.43
F 15.00 15.87 9.84
F 13.63 17.45 9.64
F 15.66 17.92 10.22
S 15.30 17.40 7.66
O 16.60 16.79 7.51
O 14.17 16.88 6.93
O 15.35 18.87 7.78
C 9.49 20.50 14.87
F 8.82 21.61 15.13
F 10.02 20.04 16.03
F 8.62 19.60 14.42
S 10.77 20.75 13.44
O 11.09 22.16 13.47
O 11.88 19.88 13.71
O 10.08 20.38 12.22
C 17.48 26.44 13.68
F 17.76 27.68 13.25
F 18.42 26.10 14.60
F 16.27 26.50 14.25
S 17.47 25.17 12.35
O 16.37 25.64 11.42
O 18.81 25.26 11.78
O 17.22 23.93 13.10
C 15.00 14.49 19.79
F 14.54 13.43 20.48
F 14.08 15.47 19.96
F 16.13 14.91 20.35
S 15.26 14.11 17.94
O 14.50 15.22 17.36
O 16.65 14.13 17.68
N 14.45 12.82 17.77
S 15.12 11.32 17.85
O 15.67 10.92 16.62
O 15.76 11.03 19.11
C 13.43 10.41 17.92
F 12.81 10.75 16.86
F 13.74 9.18 17.94
F 12.71 10.72 18.99
C 17.70 21.93 17.53
F 18.98 21.53 17.84
F 17.80 23.16 16.99
F 17.08 21.25 16.64
S 16.90 21.77 19.13
O 17.56 20.63 19.77
O 17.06 23.05 19.83
N 15.52 21.37 18.67
S 14.39 20.80 19.76
O 14.63 21.22 21.13
O 13.10 21.06 19.12
C 14.70 18.96 19.73
F 13.68 18.48 20.39
F 14.77 18.45 18.50
F 15.79 18.72 20.35
C 22.13 16.85 15.63
F 23.43 16.59 16.11
F 21.54 17.81 16.32
F 22.16 17.28 14.32
S 21.27 15.17 15.69
O 21.91 14.20 14.85
O 21.29 14.90 17.14
N 19.74 15.67 15.24
S 19.27 16.15 13.72
O 18.38 17.28 13.92
O 20.26 16.06 12.69
C 18.05 14.73 13.50
F 17.10 14.92 14.36
F 17.65 14.89 12.21
F 18.44 13.49 13.60
C 9.87 11.45 9.10
F 10.17 12.32 8.20
F 8.81 11.84 9.82
F 9.60 10.35 8.47
S 11.31 11.25 10.27
O 10.76 10.23 11.20
O 12.58 10.93 9.62
N 11.13 12.61 11.07
S 11.48 14.13 10.79
O 12.04 14.62 12.01
O 12.10 14.59 9.60
C 9.79 14.89 10.75
F 9.07 14.52 11.83
F 9.90 16.20 10.73
F 8.92 14.56 9.73
```

Values from the calculation:
orbital gap: 0.2727 hartree
E_tot: -333700.4014 eV
M: 2234.8 g/mol
charge: -1
2S+1: 1
LUMO energy: 0.622 eV
HOMO level: -6.799 eV

These are the Löwdin partial charges, in e, on atoms 1 to 8: C -0.08; C -0.12; N -0.03; C -0.03; C 0.01; N -0.08; C -0.03; C 0.02